(1)
The following is a DFT calculation (the ωB97M-V functional and the def2-TZVPD basis) of a 2-piece molecular cluster, C3H7N2P overall in a non-equilibrium geometry.

Atoms and positions in Å:
P (-3.6026, -1.1433, 0.0110)
N (0.3288, 1.0483, -0.4602)
N (1.1505, 1.7591, 0.1026)
C (0.7542, -0.2693, -0.6104)
C (2.4688, 0.8566, 0.3909)
C (1.9718, -0.4724, -0.0644)
H (2.5861, -1.3611, -0.1135)
H (-2.7687, -0.1457, 0.3376)
H (0.0684, -0.9269, -1.0974)
H (-4.3928, -0.5919, -0.9532)
H (-4.6221, -0.9938, 0.9773)
H (3.4291, 1.3050, -0.0526)
H (2.6284, 0.9354, 1.5322)

Output
- SMILES string: C1=CN=NC1.P
- LUMO energy: 0.24 eV
- Spin multiplicity: 1
- HOMO-LUMO gap: 9.62 eV
- Energy relative to the best compared isomer or geometry (same formula, charge and spin): 1.001 eV



(2)
The following is a DFT calculation (the ωB97M-V functional and the def2-TZVPD basis) of a 4-piece molecular cluster, C12H16Cl6O4 overall in a non-equilibrium geometry.

Atoms and positions in Å:
Cl (-22.4741, -23.4583, 28.0015)
Cl (-16.0758, -31.9332, 31.4992)
Cl (-21.8614, -26.7568, 28.4684)
Cl (-18.0382, -29.1005, 26.9262)
Cl (-18.4969, -28.1539, 30.0980)
Cl (-14.3520, -29.1329, 32.4850)
O (-20.0655, -32.0780, 31.7701)
O (-20.3336, -34.0829, 33.6293)
O (-21.5716, -37.1306, 30.2259)
O (-21.3125, -35.0496, 28.2855)
C (-19.1857, -29.6651, 29.3416)
C (-19.4930, -29.5184, 27.8966)
C (-20.5969, -33.6040, 29.9596)
C (-21.1804, -36.0033, 30.4966)
C (-20.9925, -34.8029, 29.5821)
C (-20.4098, -33.1858, 31.3450)
C (-16.6511, -30.6180, 32.5214)
C (-21.0608, -24.3477, 27.2605)
C (-20.5338, -34.3363, 32.2822)
C (-16.0808, -29.2918, 32.0856)
C (-20.5556, -25.5790, 28.0975)
C (-20.8677, -35.5845, 31.8908)
H (-16.3412, -30.9984, 33.4947)
H (-17.7342, -30.7388, 32.5066)
H (-20.4323, -32.7444, 29.3269)
H (-20.2822, -23.5948, 27.1383)
H (-16.6986, -28.4522, 32.4041)
H (-16.1272, -29.2227, 30.9988)
H (-20.0902, -25.2678, 29.0327)
H (-19.7534, -30.4963, 27.4916)
H (-18.4344, -30.4355, 29.5155)
H (-20.9830, -36.3205, 32.6728)
H (-20.0312, -33.1781, 33.7365)
H (-21.6762, -35.9325, 28.1866)
H (-20.3692, -28.8710, 27.8625)
H (-21.3224, -24.6554, 26.2481)
H (-19.8395, -26.0559, 27.4282)
H (-20.0320, -30.0529, 29.9086)

Output
- SMILES string: O=C1C=C(O)C(=O)C=C1O.ClCCCl.ClCCCl.ClCCCl
- LUMO energy: -2.13 eV
- Spin multiplicity: 1
- HOMO-LUMO gap: 7.92 eV
- Energy relative to the best compared isomer or geometry (same formula, charge and spin): 0.309 eV



(3)
The following is a DFT calculation (the ωB97M-V functional and the def2-TZVPD basis) of one molecule with the formula C4H7NO in a non-equilibrium geometry.

Atoms and positions in Å:
O (1.1388, 1.6051, 0.1471)
N (2.2116, -0.4744, 0.0737)
C (-1.3934, -0.0533, 0.8498)
C (-0.1982, -0.3221, -0.2127)
C (1.1050, 0.3850, -0.0178)
C (-1.5223, 0.4496, -0.5755)
H (2.1595, -1.3348, -0.4693)
H (-0.1507, -1.3730, -0.6365)
H (3.1811, -0.1352, 0.2092)
H (-2.1324, -0.0996, -1.2931)
H (-2.0022, -0.8832, 1.2721)
H (-1.0128, 0.7192, 1.5857)
H (-1.3839, 1.5168, -0.9328)

Output
- SMILES string: NC(=O)C1CC1
- LUMO energy: 0.99 eV
- Spin multiplicity: 1
- HOMO-LUMO gap: 10.81 eV
- Energy relative to the best compared isomer or geometry (same formula, charge and spin): 1.335 eV



(4)
The following is a DFT calculation (the ωB97M-V functional and the def2-TZVPD basis) of one molecule with the formula C2H6ClN in a non-equilibrium geometry.

Atoms and positions in Å:
Cl (-1.5829, -0.2368, 0.1182)
N (1.8278, -0.8265, -0.2724)
C (-0.0442, 0.7767, -0.3678)
C (1.3522, 0.5893, 0.3278)
H (0.6283, -1.2407, -0.3748)
H (-0.2408, 1.8781, -0.5444)
H (2.2791, -1.3465, 0.6398)
H (2.2846, 1.3956, 0.3782)
H (1.2310, 0.5771, 1.4722)
H (0.0842, 0.3513, -1.4331)

Output
- SMILES string: NCCCl
- LUMO energy: 0.86 eV
- Spin multiplicity: 1
- HOMO-LUMO gap: 10.85 eV
- Energy relative to the best compared isomer or geometry (same formula, charge and spin): 3.052 eV



(5)
The following is a DFT calculation (the ωB97M-V functional and the def2-TZVPD basis) of a 2-piece molecular cluster, C5H11O2 overall in a non-equilibrium geometry.

Atoms and positions in Å:
O (0.3134, 2.0013, 1.4908)
O (-1.1840, 0.3003, 1.3775)
C (-0.4625, 1.2030, 0.9154)
C (-0.4943, 1.3117, -0.6891)
C (-0.0335, -2.4330, -0.0667)
C (1.1115, -2.1463, 0.9434)
C (-0.2901, 2.7413, -1.1905)
H (-0.1602, 2.7799, -2.2691)
H (1.2099, -1.0778, 1.1198)
H (0.8530, -2.5542, 1.9214)
H (-1.4941, 0.9031, -0.8565)
H (0.2609, 0.6178, -1.0496)
H (1.9977, -2.6606, 0.5755)
H (0.5564, 3.1104, -0.6021)
H (-0.7852, -1.6505, -0.1373)
H (-1.0824, 3.4013, -0.8309)
H (-0.6426, -3.2065, 0.4157)
H (0.3263, -2.6413, -1.0678)

Output
- Charge: -1
- LUMO energy: 4.12 eV
- Spin multiplicity: 1
- HOMO-LUMO gap: 8.01 eV
- Energy relative to the best compared isomer or geometry (same formula, charge and spin): 0.450 eV



(6)
The following is a DFT calculation (the ωB97M-V functional and the def2-TZVPD basis) of a 2-piece molecular cluster, C3H6O3 overall in a non-equilibrium geometry.

Atoms and positions in Å:
O (-2.0505, -0.5691, 1.1393)
O (-0.4715, 0.7811, -1.0826)
O (-0.1188, -0.2340, 2.2763)
C (0.5972, -0.0635, -1.2130)
C (1.7589, 0.3316, -1.7381)
C (-1.4626, -0.2021, 2.1125)
H (1.8378, 1.3735, -2.0149)
H (-1.9747, 0.0544, 3.0511)
H (2.5607, -0.3930, -1.7698)
H (0.2191, -0.1970, 1.3658)
H (-1.2537, 0.2279, -1.0847)
H (0.3582, -1.1099, -1.0419)

Output
- SMILES string: C=CO.O=CO
- LUMO energy: 0.87 eV
- Spin multiplicity: 1
- HOMO-LUMO gap: 10.18 eV
- Energy relative to the best compared isomer or geometry (same formula, charge and spin): 1.494 eV



Number 2 is which compound?
C12H16Cl6O4